No. 1
Computed, not measured: a cluster of 2 separate species, C4H9ClN in total, with ωB97M-V/def2-TZVPD.

Structure (XYZ):
```
15
Properties=species:S:1:pos:R:3:forces:R:3:lowdin_charge:R:1
H 0.20474 -2.27126 4.91595 0.08 -0.12 -0.35 0.10
C 0.40138 -2.55437 3.86399 0.38 0.03 0.20 -0.25
C -1.25587 -1.29466 2.88943 -0.11 0.41 -0.09 -0.25
H -1.53674 -0.63681 2.04457 0.15 -0.36 0.42 0.11
Cl 1.80390 -3.22025 -2.09234 -0.03 0.01 0.07 -1.00
H -1.01043 -4.21542 4.23016 0.18 0.27 -0.39 0.10
H -1.66749 -0.84811 3.81497 0.11 -0.15 -0.33 0.10
N 0.20471 -1.35464 3.03869 -0.01 -0.30 -0.37 -0.08
H -1.85637 -3.00609 1.66253 0.05 0.12 0.54 0.11
C -1.75134 -2.74951 2.73426 -0.34 -0.15 -0.25 -0.19
H 1.44901 -2.90633 3.80037 -0.55 0.17 0.01 0.11
H -0.17716 -4.28241 2.64989 -0.24 0.34 0.37 0.11
H 0.61335 -1.53354 2.11253 -0.16 0.11 0.41 0.12
C -0.63383 -3.59894 3.39137 0.05 -0.44 -0.02 -0.19
H -2.73640 -2.90343 3.21530 0.44 0.07 -0.24 0.10
```
Positions in Å, forces in eV/Å.

Summary:
total charge: -1
E_LUMO: 3.33 eV

***

No. 2
Computed, not measured: a structure of composition C4H9ClN, with ωB97M-V/def2-TZVPD.

Structure (XYZ):
```
15
Properties=species:S:1:pos:R:3:forces:R:3:lowdin_charge:R:1
C -1.35154 1.86977 0.34048 0.81 -4.03 0.74 0.05
H -0.56065 2.51740 0.04821 0.59 0.47 -0.29 0.03
H 1.71832 -2.04286 -0.99566 0.32 -0.22 -0.82 0.17
C 0.59762 -0.15672 -0.47497 -1.20 1.68 -2.09 -0.27
H -1.37864 0.32399 -1.38696 0.53 -1.07 0.83 0.10
H 2.44133 -0.31665 0.62604 0.14 -0.30 -0.29 0.14
C 1.41528 -0.66072 0.61784 1.65 1.10 -0.79 -0.03
C -0.92032 0.07773 -0.39472 -0.27 4.41 0.35 -0.60
Cl -1.76936 -1.13693 0.52249 0.03 -0.11 -0.04 0.70
H -2.26220 2.03308 -0.20667 -0.35 0.20 0.20 0.04
H 0.28471 -2.18515 0.08738 1.15 0.77 -2.30 0.16
H 1.10640 0.45406 -1.34360 -0.93 -1.23 2.09 0.21
N 0.99326 -1.57934 -0.49181 -1.38 -1.61 3.26 0.11
H 1.11726 -0.97499 1.57425 -1.02 -0.08 0.99 0.12
H -1.43145 1.77733 1.47770 -0.07 0.03 -1.84 0.08
```
Positions in Å, forces in eV/Å.

Summary:
total charge: +1
E_LUMO: -3.28 eV
energy relative to the best compared isomer or geometry (same formula, charge and spin): 171.53 kJ/mol

***

No. 3
Computed, not measured: a cluster of 2 separate species, C4H9ClN2 in total, with ωB97M-V/def2-TZVPD.

Structure (XYZ):
```
16
Properties=species:S:1:pos:R:3:forces:R:3:lowdin_charge:R:1
C 0.05499 0.84581 -0.28164 1.95 0.63 1.09 -0.72
C 1.22955 -1.47616 -0.29950 3.22 3.34 1.27 -0.10
H 0.71498 1.49927 2.10374 -0.65 -0.24 0.12 -0.05
H 0.95769 -2.46079 -0.20739 -0.72 -2.34 -0.03 0.03
N -0.73094 1.56218 -1.08282 -1.23 0.27 -0.44 0.05
C 0.03901 -0.59653 -0.24409 -2.76 -2.08 0.12 -0.44
H -1.47164 1.19467 -1.67109 0.32 -0.10 0.53 0.12
C -1.18713 -1.21074 -0.16107 0.38 0.85 -0.17 0.06
H -2.06854 -0.53707 -0.19696 0.37 -0.89 0.29 0.07
H -0.74591 2.52687 -0.83086 -0.34 0.55 -0.27 0.09
H 1.78499 -1.28502 -1.27753 -0.34 -0.32 1.52 0.10
N -0.31011 1.48954 1.94810 0.23 -1.74 -2.05 0.00
H -1.31925 -2.32005 -0.05590 0.17 1.36 -0.26 0.08
H -0.58865 0.47111 1.95264 0.48 1.25 0.60 -0.03
H 1.91272 -1.24659 0.67276 -1.14 -0.40 -2.53 0.13
Cl 1.72825 1.54348 -0.36839 0.06 -0.15 0.22 0.60
```
Positions in Å, forces in eV/Å.

Summary:
E_LUMO (alpha / beta): -0.21 / 0.00 eV
energy relative to the best compared isomer or geometry (same formula, charge and spin): 295.34 kJ/mol

***

No. 4
Computed, not measured: a cluster of 2 separate species, C4H9ClN2O in total, with ωB97M-V/def2-TZVPD.

Structure (XYZ):
```
17
Properties=species:S:1:pos:R:3:forces:R:3:lowdin_charge:R:1
N -1.53787 -1.50217 -0.15151 1.54 0.70 0.23 -0.02
C 0.75487 -2.05461 0.05884 -1.22 1.27 -0.68 -0.06
H 2.08906 1.96780 0.61052 0.26 0.97 -0.10 0.10
C -0.41378 -1.13433 0.35131 -0.70 -2.26 0.54 -0.22
C -0.77055 1.95690 -0.13116 0.89 0.21 3.01 -0.04
O -2.65745 -0.74907 0.08961 -1.26 0.25 0.17 -0.08
H -1.53414 1.97510 -0.80307 -1.94 0.53 -1.79 0.03
H 1.87718 0.47050 -0.00840 1.16 -0.29 0.68 0.04
H -0.91687 2.25053 0.93802 -0.07 -0.28 -1.13 0.11
N 1.42458 1.25454 0.42911 0.67 -1.86 0.52 0.04
H -0.18631 -0.34995 1.07857 -0.68 0.02 -0.34 0.10
H 0.52898 -2.93297 -0.50819 -0.38 -0.12 -0.71 0.08
Cl 0.74885 0.96658 -2.10215 -0.29 -0.11 0.14 0.66
H 1.33017 -2.37110 0.85906 0.59 -0.53 2.33 0.05
C 0.38829 1.42581 -0.42299 -0.51 1.67 -1.64 -0.87
H -2.55720 0.21956 0.12749 0.92 -0.37 0.14 0.07
H 1.43219 -1.39312 -0.41507 1.02 0.19 -1.37 0.02
```
Positions in Å, forces in eV/Å.

Summary:
E_LUMO: 0.66 eV
energy relative to the best compared isomer or geometry (same formula, charge and spin): 353.05 kJ/mol
SMILES: C=C(N)Cl.C/C=N/O